The following is a quantum chemistry calculation of a single C5H11N3 molecule at a distorted geometry, from OMol25.

The orbital gap comes out at 0.31720 Ha. The calculation puts the maximum force at 0.056 hartree/bohr. The value obtained for the total energy is -361.2255 Eh. The structure (SMILES) is N[C@@H]1[C@@H]2NCC[C@@]12N. Its energy above the lowest of the compared OMol25 structures with the same formula, charge and spin is 430.2 kJ/mol.

The geometry in ORCA input format:
```
! RIJCOSX wB97M-V def2-TZVPD def2/J DEFGRID3
* xyz 0 1
C 0.80893 -1.30212 0.17799
C -0.50486 -0.71525 -0.34428
C -1.76827 1.08484 0.09977
C -0.87541 0.75922 1.35571
C 0.33113 0.10656 0.64072
H 1.84350 -2.14072 -1.34640
H 2.81466 -1.51556 -0.01892
H 0.59254 -2.14737 0.80839
H -1.22906 -1.34931 0.14775
H -1.79348 -0.09379 -1.76482
H -1.75524 2.19268 -0.18393
H -2.85213 0.74698 0.01429
H -0.66269 1.62968 2.02559
H -1.30544 0.01373 2.10463
H 0.50600 1.66526 -0.54462
H 1.75086 0.64071 -0.62837
N 1.96710 -1.39431 -0.59810
N -1.07901 0.34117 -1.17091
N 1.13210 1.16146 0.02715
*
```